1.
Here is a single C4H6P2 molecule at a distorted geometry from the Open Molecules 2025 dataset. Energies are from wB97M-V/def2-TZVPD.

The geometry in XYZ format:
```
12
Properties=species:S:1:pos:R:3:forces:R:3:nbo_charge:R:1
H 0.58395 -1.17789 -1.76409 -0.2 -0.2 -0.2 -0.02
P 1.53224 -0.87563 -0.77096 -2.3 0.7 2.1 0.42
C 1.37376 0.90715 -1.02910 -0.1 0.0 0.1 -0.49
C 0.42910 1.59597 -0.37321 0.5 0.4 -0.5 -0.21
C -0.50100 0.94971 0.52607 -0.2 -0.3 0.2 -0.31
C -0.43986 -0.35366 0.74515 2.6 -0.4 -2.1 -0.35
P -1.42999 -1.53033 1.61748 -0.5 0.0 0.3 0.34
H 2.06659 1.40813 -1.69274 0.0 0.1 0.0 0.23
H 0.31477 2.65914 -0.53457 0.1 0.2 0.0 0.21
H -1.24741 1.59137 0.98405 -0.2 -0.1 0.1 0.22
H -0.40899 -2.13917 2.35503 0.2 -0.1 0.2 -0.02
H -1.38458 -2.52337 0.63578 -0.1 -0.3 -0.2 -0.01
```
Positions in Å, forces in eV/Å.

Results
**Molar mass**: 116.04 u
**Maximum force**: 3.39 eV/Å
**Lowest unoccupied orbital energy**: -0.1 eV
**Kohn-Sham gap**: 8.22 eV
**Charge**: 0
**Relative energy (zero: lowest compared OMol25 entry of this formula, charge and spin)**: 42.1 kcal/mol
**Calculated total energy**: -838.58900 Ha
**HOMO level**: -8.31 eV
**SMILES string**: [H]/P=C\C=C/C#[PH2]

2.
Here is a single C4H6P2 molecule at a distorted geometry from the Open Molecules 2025 dataset. Energies are from wB97M-V/def2-TZVPD.

The geometry in XYZ format:
```
12
Properties=species:S:1:pos:R:3:forces:R:3:nbo_charge:R:1
C 2.95704 0.09738 -0.23207 0.4 0.1 -0.4 -0.64
C 1.49394 -0.08187 -0.28560 -0.9 -0.6 0.7 -0.34
C 0.51435 0.71607 0.12235 -1.4 0.8 0.5 -0.32
P -1.12044 0.01700 -0.67974 -0.5 0.0 -0.8 0.46
C -2.92337 -0.21335 0.16103 2.3 -0.2 -0.1 -0.87
P 0.30412 -1.38594 0.09364 0.3 -0.3 -0.1 0.33
H 3.18410 1.14018 -0.46041 0.1 -0.1 0.0 0.23
H 3.48634 -0.54891 -0.92385 0.1 -0.1 -0.1 0.23
H 3.31558 -0.10910 0.77819 0.0 -0.1 -0.1 0.24
H -3.56270 -0.35447 -0.70541 0.0 0.1 -0.1 0.23
H -3.21323 0.65111 0.73608 -0.1 0.2 0.2 0.24
H -2.90547 -1.11565 0.76594 -0.1 0.0 0.2 0.23
```
Positions in Å, forces in eV/Å.

Results
**Molar mass**: 116.04 u
**Maximum force**: 2.29 eV/Å
**Lowest unoccupied orbital energy**: -0.1 eV
**Kohn-Sham gap**: 7.52 eV
**Charge**: 0
**Relative energy (zero: lowest compared OMol25 entry of this formula, charge and spin)**: 52.0 kcal/mol
**Calculated total energy**: -838.57334 Ha
**HOMO level**: -7.61 eV
**SMILES string**: CC1=C2P(C)#P12

Look up the Kohn-Sham gap of the second one. 7.52 eV

What is the lowest unoccupied orbital energy in the first record? -0.1 eV

relative energy (zero: lowest compared OMol25 entry of this formula, charge and spin) of number 2 (C4H6P2)? 52.0 kcal/mol